No. 1
The following is a quantum chemistry calculation of an isolated molecule of C19H23NO5S, from OMol25.

```
! RIJCOSX wB97M-V def2-TZVPD def2/J DEFGRID3
* xyz 0 1
C 2.925 -1.531 2.635
C 3.670 -1.040 1.396
O 2.902 -1.124 0.211
C 2.062 -0.106 -0.115
C 1.768 0.992 0.675
C 0.925 1.996 0.221
C 0.327 1.908 -1.022
C -0.608 2.967 -1.553
C -1.485 3.620 -0.480
N -2.046 2.627 0.407
C -1.864 2.663 1.738
O -1.446 3.621 2.349
C -2.269 1.361 2.441
O -2.137 0.252 1.565
C -1.053 -0.540 1.719
O -0.268 -0.443 2.629
C -0.985 -1.526 0.655
C -0.106 -2.570 0.528
C -0.339 -3.335 -0.627
C -1.386 -2.864 -1.360
S -2.103 -1.473 -0.665
C 0.612 0.801 -1.820
C 1.480 -0.191 -1.400
O 1.843 -1.278 -2.143
C 1.722 -1.221 -3.549
C 0.412 -1.807 -4.069
H 2.726 -2.597 2.552
H 1.979 -1.010 2.756
H 3.537 -1.363 3.517
H 4.535 -1.685 1.206
H 4.033 -0.016 1.544
H 2.192 1.089 1.661
H 0.745 2.844 0.863
H -1.252 2.513 -2.312
H -0.029 3.753 -2.046
H -0.912 4.309 0.144
H -2.291 4.185 -0.962
H -2.354 1.760 -0.009
H -1.634 1.225 3.321
H -3.318 1.417 2.746
H 0.670 -2.765 1.243
H 0.246 -4.192 -0.902
H -1.785 -3.259 -2.273
H 0.152 0.736 -2.794
H 1.851 -0.191 -3.902
H 2.556 -1.821 -3.928
H 0.325 -2.843 -3.754
H 0.402 -1.765 -5.155
H -0.445 -1.258 -3.687
*
```

The maximum force is 0.68 eV/A. Its HOMO energy is -7.9 eV. The frontier orbital gap is 8.1308 eV. Its SMILES is CCOc1ccc(CCNC(=O)COC(=O)c2cccs2)cc1OCC. The energy comes out at -42639.39517 eV. The LUMO energy comes out at 0.26 eV.



No. 2
The following is a quantum chemistry calculation of a structure of composition C19H17Cl2CsF6N3O2Sb, from OMol25.

```
! RIJCOSX wB97M-V def2-TZVPD def2/J DEFGRID3
* xyz -1 2
Cs 10.478 12.430 12.812
Cl 8.055 13.346 14.958
C 8.124 11.805 15.880
Cl 8.238 10.440 14.743
H 7.203 11.709 16.453
H 9.037 11.826 16.476
O 11.837 12.397 10.712
N 11.434 13.077 9.754
N 10.244 13.790 9.955
O 9.518 13.816 11.010
C 9.848 14.512 8.863
C 10.698 14.611 7.731
C 10.265 15.385 6.663
C 9.020 16.047 6.705
C 8.206 15.918 7.836
C 8.601 15.150 8.930
H 11.665 14.114 7.687
H 10.906 15.484 5.788
H 8.690 16.650 5.860
H 7.231 16.408 7.861
H 7.972 15.048 9.817
F 11.017 11.598 15.007
Sb 12.577 11.787 16.051
F 12.750 13.630 15.540
F 11.350 12.334 17.428
F 14.096 11.947 17.185
F 12.278 9.961 16.550
F 13.671 11.242 14.575
C 9.635 10.083 6.993
C 10.503 10.279 8.091
C 10.046 10.062 9.375
C 8.697 9.641 9.628
C 7.842 9.427 8.495
C 8.313 9.662 7.213
N 8.305 9.587 10.930
C 7.316 8.736 11.315
C 6.450 9.173 12.365
C 5.526 8.311 12.922
C 5.410 6.998 12.447
C 6.242 6.553 11.401
C 7.172 7.392 10.832
H 9.989 10.272 5.983
H 11.525 10.591 7.901
H 10.693 10.182 10.237
H 6.840 9.071 8.705
H 7.636 9.507 6.366
H 6.545 10.208 12.676
H 4.882 8.653 13.739
H 4.678 6.317 12.882
H 6.133 5.520 11.048
H 7.820 7.085 10.016
*
```

The maximum force is 3.94 eV/A. Its HOMO energy (alpha / beta) is -4.7 / -4.7 eV. The frontier orbital gap (alpha / beta) is 6.8109 / 5.0751 eV. The energy comes out at -76981.41053 eV. The LUMO energy (alpha / beta) comes out at 2.11 / 0.38 eV.



No. 3
The following is a quantum chemistry calculation of a cluster of 2 separate species, C7H16O in total, from OMol25.

```
! RIJCOSX wB97M-V def2-TZVPD def2/J DEFGRID3
* xyz 0 1
C -0.437 4.032 1.276
C -0.570 2.627 1.702
C 0.292 1.715 1.127
C -0.111 0.309 1.245
C 0.306 -0.551 -0.009
C 1.822 -0.859 -0.250
C 2.155 -2.365 -0.190
H 0.480 4.233 0.689
H -0.426 4.848 2.041
H -1.209 4.423 0.680
H -1.444 2.395 2.236
H 1.242 1.823 0.538
H -1.240 0.154 1.303
H 0.372 -0.033 2.171
H -0.226 -1.553 0.001
H -0.006 -0.277 -0.983
H 2.405 -0.132 0.363
H 2.177 -0.609 -1.251
H 2.584 -2.698 -1.178
H 2.847 -2.500 0.652
H 1.291 -3.085 -0.258
O -3.733 -3.984 -4.015
H -4.262 -3.218 -3.700
H -4.309 -4.696 -4.193
*
```

The maximum force is 4.65 eV/A. Its HOMO energy is -8.7 eV. The frontier orbital gap is 9.6759 eV. Its SMILES is C/C=C/CCCC.O. The energy comes out at -9563.57816 eV. The LUMO energy comes out at 0.95 eV.



No. 4
The following is a quantum chemistry calculation of an isolated molecule of C3H2ClF3, from OMol25.

```
! RIJCOSX wB97M-V def2-TZVPD def2/J DEFGRID3
* xyz 0 1
F -0.052 0.070 -1.661
C -0.156 -0.075 -0.298
C -1.347 -0.952 -0.008
F -1.299 -2.252 -0.025
C -2.902 -0.329 -0.010
F -3.958 -1.096 0.116
Cl -3.215 1.319 -0.164
H -0.155 0.822 0.256
H 0.703 -0.438 0.167
*
```

The maximum force is 8.81 eV/A. Its HOMO energy (alpha / beta) is -8.5 / -8.6 eV. The frontier orbital gap (alpha / beta) is 8.6514 / 8.8513 eV. Its SMILES is FC/C(F)=C(/F)Cl. The energy comes out at -23814.65961 eV. The LUMO energy (alpha / beta) comes out at 0.17 / 0.26 eV.